{"formula": "C17H41BN3O13PS4", "method": "the ωB97M-V functional and the def2-TZVPD basis", "smiles": "CB(O)[C@@](C#N)(CC#N)[PH2]=N.CCOS(C)(=O)=O.CCOS(C)(=O)=O.CCOS(C)(=O)=O.CCOS(C)(=O)=O", "homo_energy_ev": -9.431, "elements": ["C", "B", "O", "C", "C", "N", "C", "C", "N", "P", "N", "H", "H", "H", "H", "H", "H", "H", "H", "H", "O", "S", "O", "O", "C", "C", "C", "H", "H", "H", "H", "H", "H", "H", "H", "O", "S", "O", "O", "C", "C", "C", "H", "H", "H", "H", "H", "H", "H", "H", "O", "S", "O", "O", "C", "C", "C", "H", "H", "H", "H", "H", "H", "H", "H", "O", "S", "O", "O", "C", "C", "C", "H", "H", "H", "H", "H", "H", "H", "H"], "xyz": [[3.220225, -0.306623, -5.686888], [1.991632, 0.344169, -6.375756], [1.992500, 0.597011, -7.730215], [0.701407, 0.788677, -5.517861], [0.766797, 0.237743, -4.185997], [0.800399, -0.288586, -3.162728], [0.694194, 2.376051, -5.475204], [0.124400, 2.889821, -4.243867], [-0.266838, 3.281585, -3.236372], [-0.858457, 0.194814, -6.288864], [-0.853097, -1.321797, -6.672929], [4.046794, -0.384577, -6.382128], [3.557836, 0.298432, -4.846728], [2.979141, -1.288056, -5.289367], [1.914182, 1.542830, -7.900913], [1.712706, 2.745595, -5.547249], [0.116766, 2.762766, -6.307503], [-1.105392, 1.052855, -7.373475], [-1.817008, 0.522595, -5.313623], [-1.020712, -1.431831, -7.663999], [2.190577, -0.014643, 2.472316], [0.979449, -0.329614, 1.771396], [-0.287195, 0.002249, 2.346882], [0.988823, -1.870636, 1.404253], [1.273678, -2.806349, 2.471133], [0.077376, -3.043981, 3.370460], [1.049861, 0.302644, 0.135736], [2.137642, -2.456822, 3.038118], [1.561747, -3.724428, 1.964041], [-0.168592, -2.156140, 3.951702], [0.293834, -3.855421, 4.064921], [-0.798749, -3.307794, 2.778699], [1.985924, -0.004145, -0.320176], [0.997404, 1.386867, 0.208289], [0.204372, -0.078516, -0.427935], [-6.656524, 1.676537, -6.134451], [-5.599276, 0.715140, -6.110610], [-4.361214, 1.008366, -6.767425], [-6.153664, -0.672908, -6.639052], [-6.860944, -0.677442, -7.900015], [-5.922260, -0.633377, -9.088256], [-5.272856, 0.212976, -4.457749], [-7.573750, 0.147578, -7.918567], [-7.429367, -1.604579, -7.895954], [-5.408719, 0.324841, -9.152603], [-6.485737, -0.783278, -10.009015], [-5.164822, -1.412299, -9.005710], [-6.211339, -0.059240, -3.984501], [-4.821722, 1.062517, -3.949789], [-4.584283, -0.627912, -4.478272], [6.261266, 1.431922, 4.805194], [5.222478, 0.923466, 5.649933], [5.215282, 1.258620, 7.040085], [5.185378, -0.662053, 5.499299], [6.429886, -1.371644, 5.659722], [6.813896, -1.545793, 7.115559], [3.650468, 1.254544, 4.944330], [7.213154, -0.862899, 5.096174], [6.262432, -2.339497, 5.191144], [7.067113, -0.591789, 7.575007], [7.678164, -2.205961, 7.193847], [5.987078, -1.976010, 7.679778], [3.655767, 0.940695, 3.908794], [3.489476, 2.327938, 5.019369], [2.893764, 0.718326, 5.509694], [-1.338350, 1.222189, 8.741668], [-1.824429, 0.268450, 7.793334], [-1.009483, -0.844879, 7.419252], [-2.298173, 1.037187, 6.489731], [-1.372087, 1.974580, 5.890332], [-0.301576, 1.279183, 5.076307], [-3.406608, -0.316008, 8.292986], [-0.945455, 2.610665, 6.667184], [-1.987046, 2.606602, 5.253150], [0.371636, 0.714904, 5.723349], [0.288869, 2.009807, 4.522863], [-0.738319, 0.579281, 4.373640], [-4.037145, 0.537257, 8.524118], [-3.253477, -0.929261, 9.177680], [-3.828357, -0.910688, 7.487762]], "atomic_forces_ev_per_a": [[0.0, 0.1, -0.3], [0.0, -0.6, -0.2], [0.3, 0.6, 0.4], [0.0, 1.2, -0.1], [0.0, -0.6, 0.6], [0.0, 0.3, -0.2], [-0.1, -0.7, 0.1], [-0.1, 0.4, 0.6], [0.0, -0.1, -0.3], [-0.5, -1.4, -0.5], [0.1, 0.5, 0.2], [0.2, -0.2, -0.1], [-0.1, 0.1, 0.3], [0.0, -0.2, 0.2], [-0.4, -0.1, -0.5], [0.2, 0.2, 0.0], [0.0, 0.1, -0.3], [0.1, 0.5, 0.3], [0.1, 0.4, 0.0], [0.1, -0.3, -0.1], [-0.1, 0.1, 0.2], [-0.1, -0.2, -0.6], [0.0, 0.1, 0.0], [0.1, 0.0, 0.0], [0.0, -0.3, 0.3], [-0.1, 0.2, 0.0], [0.1, 0.0, 0.0], [0.0, 0.1, -0.1], [0.0, 0.1, -0.1], [0.0, 0.0, 0.0], [0.0, 0.0, 0.0], [0.0, -0.1, 0.0], [0.0, 0.0, 0.0], [0.0, 0.0, 0.0], [0.0, 0.0, 0.0], [0.0, 0.2, -0.1], [-0.1, -0.4, 0.2], [0.2, 0.2, 0.0], [0.0, 0.0, 0.1], [-0.2, 0.0, -0.4], [0.1, 0.1, 0.1], [0.0, 0.0, 0.0], [0.1, 0.1, 0.1], [0.1, 0.0, 0.1], [0.0, 0.0, 0.0], [0.0, 0.0, 0.0], [0.0, -0.1, 0.0], [0.0, 0.0, 0.0], [0.0, 0.0, 0.0], [0.0, 0.0, 0.0], [0.1, 0.1, 0.0], [-0.2, -0.2, -0.1], [0.1, 0.1, 0.1], [-0.1, 0.0, 0.0], [0.4, -0.2, 0.1], [-0.1, 0.2, 0.1], [0.0, 0.1, 0.1], [-0.1, 0.1, 0.0], [-0.1, 0.0, 0.0], [0.0, 0.0, 0.0], [0.0, 0.0, 0.0], [0.0, -0.1, 0.0], [0.0, 0.0, -0.1], [0.0, 0.0, 0.0], [0.0, 0.0, 0.0], [0.1, 0.0, 0.1], [-0.3, 0.1, -0.2], [0.1, -0.1, 0.1], [-0.1, 0.0, 0.0], [0.4, 0.3, -0.2], [0.0, -0.2, 0.4], [-0.1, 0.0, 0.0], [-0.1, -0.1, 0.1], [-0.2, -0.1, 0.0], [0.0, 0.1, 0.0], [-0.1, 0.0, 0.0], [-0.1, 0.1, 0.0], [0.0, 0.0, 0.0], [0.0, 0.0, 0.0], [0.0, 0.0, 0.0]]}

=====

{"formula": "C5H8FP", "method": "the ωB97M-V functional and the def2-TZVPD basis", "spin_multiplicity": 3, "homo_energy_ev": [-6.516, -9.802], "elements": ["C", "C", "C", "C", "C", "F", "P", "H", "H", "H", "H", "H", "H", "H", "H"], "xyz": [[-1.190117, 2.173816, 0.166256], [-1.844401, 1.019078, 0.057437], [-1.377392, -0.331260, 0.239015], [0.931766, -0.510920, -0.690606], [0.067534, -0.562239, 0.571180], [-3.164665, 1.066637, -0.272560], [-2.521143, -1.559164, -0.012461], [-1.698477, 3.105292, -0.004470], [-0.150531, 2.213325, 0.424953], [0.850761, 0.460234, -1.172091], [0.606717, -1.271001, -1.398284], [1.974382, -0.692143, -0.440596], [0.183735, -1.542377, 1.039821], [0.410692, 0.192221, 1.282004], [-1.640951, -2.621491, 0.254721]], "atomic_forces_ev_per_a": [[0.8, 1.7, 0.1], [-0.4, -4.0, 0.2], [2.3, 5.0, 0.5], [0.0, -0.1, 0.1], [-0.2, 0.1, -0.1], [0.0, 0.5, 0.0], [-3.0, -3.2, -0.7], [-0.1, 0.1, 0.0], [0.2, -0.1, 0.1], [0.0, 0.1, -0.1], [0.0, 0.0, -0.1], [0.1, 0.0, 0.0], [0.0, 0.1, 0.1], [0.1, 0.0, 0.1], [0.2, -0.2, 0.0]]}

=====

| no. | calculated total energy (eV) |
| --- | --- |
| 1 | -102685.749 |
| 2 | -17317.102 |